[1]
Density functional theory data (wB97M-V/def2-TZVPD) for a cluster of 2 separate species, C4H10NO in total in a non-equilibrium geometry.

XYZ file:
```
16
Properties=species:S:1:pos:R:3:mulliken_charge:R:1
C 0.466 -0.401 1.571 -1.02
C -0.094 -0.789 0.159 -0.09
C 0.967 -0.670 -0.839 -0.20
C 1.383 0.710 -0.556 -0.13
O 2.453 1.071 -0.064 -0.42
N -2.338 0.867 -0.797 -0.53
H 1.609 -0.471 1.662 0.40
H 0.334 0.617 1.842 0.44
H 0.057 -1.130 2.281 0.33
H -0.722 -1.707 -0.061 0.48
H 1.906 -1.343 -0.836 0.32
H 0.563 -0.749 -1.901 0.32
H 0.662 1.517 -0.727 0.45
H -2.427 1.796 -0.429 0.25
H -3.193 0.413 -0.995 0.23
H -1.626 0.269 -0.310 0.15
```

**Total charge**: +1
**HOMO level**: -14.44 eV
**Energy relative to the best compared isomer or geometry (same formula, charge and spin)**: 129.5 kcal per mole
**HOMO-LUMO gap**: 5.890 eV

[2]
Density functional theory data (wB97M-V/def2-TZVPD) for a cluster of 3 separate species, C5H14N2O in total in a non-equilibrium geometry.

XYZ file:
```
22
Properties=species:S:1:pos:R:3:mulliken_charge:R:1
C -0.870 -0.508 -0.634 -1.01
C -0.587 -0.953 0.802 -0.09
C 0.819 -0.626 1.158 -0.29
C 1.744 -0.318 0.324 -0.45
N -1.302 0.804 -0.918 -0.26
C -0.356 1.867 -0.590 -0.56
N -0.307 2.274 0.817 -0.61
H 0.112 -0.629 -1.163 0.54
H -1.581 -1.210 -1.072 0.30
H -0.670 -2.047 0.870 0.38
H -1.328 -0.521 1.474 0.34
H 1.064 -0.733 2.224 0.36
H 2.568 0.390 0.392 0.34
H 4.835 -4.696 -3.031 0.00
H 5.499 -4.341 -2.983 0.00
H 0.645 1.552 -0.934 0.34
H -0.650 2.726 -1.196 0.27
H 0.334 1.678 1.324 0.30
H -1.252 2.127 1.208 0.40
H -3.728 1.259 1.119 0.14
H -2.155 1.000 -0.262 0.41
O -2.833 0.907 1.070 -0.86
```

**HOMO level**: -8.07 eV
**Energy relative to the best compared isomer or geometry (same formula, charge and spin)**: 219.6 kcal per mole
**HOMO-LUMO gap**: 4.702 eV

[3]
Density functional theory data (wB97M-V/def2-TZVPD) for a structure of composition C19H28F9NO11S in a non-equilibrium geometry.

XYZ file:
```
69
Properties=species:S:1:pos:R:3:mulliken_charge:R:1
C 2.685 -1.371 1.820 -1.07
C 1.582 -0.634 1.080 0.80
C 1.712 -0.476 -0.438 -1.02
N 0.575 -0.194 1.762 -0.57
C -0.724 -0.686 1.384 0.87
C -0.936 -2.210 1.326 -0.45
C -0.422 -2.903 0.053 -0.52
O -0.783 -4.274 0.036 -0.51
C -1.644 -0.227 2.598 -0.70
O -2.415 0.926 2.241 -0.38
S -2.804 0.614 0.671 1.05
O -3.896 -0.339 0.770 -0.65
O -3.086 1.869 0.016 -0.52
O -1.388 -0.036 0.240 -0.28
H 2.235 -2.318 2.151 0.12
H 3.523 -1.648 1.172 0.34
H 3.060 -0.838 2.696 0.36
H 0.828 -0.950 -0.886 0.19
H 2.569 -1.068 -0.771 0.32
H 1.790 0.567 -0.740 0.31
H -0.573 -2.677 2.254 0.14
H -2.028 -2.358 1.338 0.74
H 0.678 -2.909 0.074 0.10
H -0.712 -2.381 -0.867 0.15
H -1.725 -4.324 0.230 0.40
H -2.247 -1.013 3.067 0.28
H -0.951 0.073 3.388 0.47
C -2.073 4.123 -1.342 -0.99
C -2.417 5.596 -1.321 -0.33
O -1.236 6.405 -1.505 -0.34
C -0.844 6.578 -2.759 0.41
O -1.381 6.118 -3.722 -0.52
C 0.388 7.488 -2.797 0.93
F 1.278 7.172 -1.847 -0.23
F 0.038 8.766 -2.608 -0.28
F 1.027 7.423 -3.965 -0.24
H -1.302 3.897 -0.606 0.26
H -2.949 3.520 -1.128 0.48
H -1.684 3.832 -2.320 0.29
H -2.823 5.878 -0.351 0.35
H -3.168 5.840 -2.072 0.33
C -1.669 -8.695 5.199 -1.11
C -2.143 -7.258 5.215 -0.22
O -1.057 -6.355 4.935 -0.31
C -0.779 -6.166 3.649 0.12
O -1.344 -6.671 2.728 -0.50
C 0.359 -5.151 3.511 1.14
F 1.342 -5.378 4.389 -0.27
F -0.095 -3.899 3.733 -0.33
F 0.899 -5.175 2.302 -0.24
H -0.835 -8.830 5.888 0.31
H -2.478 -9.366 5.490 0.37
H -1.322 -8.982 4.207 0.32
H -2.504 -6.991 6.207 0.32
H -2.962 -7.097 4.515 0.32
C 2.688 4.430 -2.607 -1.21
C 1.748 4.189 -3.769 -0.02
O 2.454 3.619 -4.885 -0.41
C 2.622 2.302 -4.847 0.34
O 2.246 1.572 -3.979 -0.51
C 3.342 1.833 -6.115 0.90
F 4.363 2.637 -6.429 -0.25
F 2.499 1.821 -7.155 -0.25
F 3.825 0.602 -5.967 -0.24
H 3.533 5.045 -2.919 0.31
H 2.168 4.933 -1.794 0.36
H 3.094 3.491 -2.230 0.36
H 1.341 5.133 -4.117 0.31
H 0.908 3.557 -3.481 0.27
```

**HOMO level**: -9.57 eV
**HOMO-LUMO gap**: 9.573 eV

[4]
Density functional theory data (wB97M-V/def2-TZVPD) for a cluster of 2 separate species, C5H11IN in total in a non-equilibrium geometry.

XYZ file:
```
18
Properties=species:S:1:pos:R:3:mulliken_charge:R:1
C -0.035 -1.885 0.288 0.14
C 0.538 -1.073 -0.535 0.09
C 0.781 -3.150 0.642 -1.02
C 0.366 2.411 -0.001 -0.80
C -1.312 0.786 -0.654 -0.92
N -0.900 1.795 0.355 -0.05
I -3.109 -0.143 -0.116 0.15
H -1.095 -1.708 0.606 -0.06
H 1.101 -0.715 -1.363 0.42
H 1.318 -3.561 -0.283 0.34
H 1.551 -2.886 1.392 0.31
H 0.040 -3.814 1.226 0.30
H 1.146 1.912 0.636 0.32
H 0.631 2.264 -1.075 0.29
H 0.333 3.489 0.131 0.37
H -1.268 1.321 -1.623 0.41
H -1.487 2.598 0.415 0.34
H -0.806 1.545 1.334 0.37
```

**Total charge**: +1
**HOMO level (spin up / spin down)**: -12.28 / -12.28 eV
**Energy relative to the best compared isomer or geometry (same formula, charge and spin)**: 116.4 kcal per mole
**HOMO-LUMO gap (spin up / spin down)**: 7.960 / 7.964 eV

[5]
Density functional theory data (wB97M-V/def2-TZVPD) for the molecule CH2F3NP2 in a non-equilibrium geometry.

XYZ file:
```
9
Properties=species:S:1:pos:R:3:mulliken_charge:R:1
C 1.257 -0.925 0.528 -0.67
P -0.396 -0.970 0.139 0.68
F -1.099 -2.396 0.105 -0.20
N -1.199 0.066 -0.715 -0.31
P -0.183 1.393 -0.475 0.44
F -1.209 2.394 0.269 -0.27
F -0.374 2.195 -1.930 -0.30
H 1.482 -1.766 1.146 0.30
H 1.721 0.010 0.933 0.34
```

**HOMO level**: -10.12 eV
**Energy relative to the best compared isomer or geometry (same formula, charge and spin)**: 25.9 kcal per mole
**HOMO-LUMO gap**: 9.026 eV

[6]
Density functional theory data (wB97M-V/def2-TZVPD) for a structure of composition C32H32As2BN3O4SY in a non-equilibrium geometry.

XYZ file:
```
76
Properties=species:S:1:pos:R:3:mulliken_charge:R:1
Y 12.777 10.930 8.424 0.93
C 16.951 11.068 7.553 -1.15
As 15.694 10.515 8.950 0.88
C 16.575 11.387 10.467 -1.23
C 16.331 8.654 9.248 0.11
C 17.556 8.284 9.842 -0.29
C 18.005 6.939 9.731 -0.65
C 17.182 6.011 9.097 -0.62
C 15.927 6.362 8.604 -0.43
C 15.563 7.698 8.546 -0.02
As 13.804 8.177 7.910 0.81
C 13.861 7.591 6.028 -1.19
C 12.892 6.644 8.679 -1.29
H 18.006 10.924 7.817 0.42
H 16.661 12.127 7.357 0.41
H 16.681 10.483 6.666 0.36
H 17.665 11.496 10.297 0.36
H 16.399 10.711 11.340 0.40
H 16.113 12.355 10.664 0.36
H 18.038 9.035 10.475 0.35
H 18.955 6.646 10.174 0.40
H 17.541 4.972 9.016 0.39
H 15.340 5.582 8.150 0.30
H 14.820 7.926 5.695 0.41
H 13.052 8.149 5.561 0.48
H 13.709 6.487 6.007 0.35
H 13.152 5.684 8.238 0.45
H 11.810 6.793 8.674 0.26
H 13.195 6.578 9.732 0.42
O 7.589 12.137 4.990 -0.57
B 8.606 11.797 5.973 -0.50
O 8.694 12.837 6.909 0.09
C 7.685 13.811 6.594 0.49
C 7.251 14.878 7.409 -0.98
C 6.180 15.550 6.838 -0.50
C 5.527 15.151 5.652 -0.41
C 5.912 13.993 4.903 -0.78
C 7.074 13.361 5.439 0.95
H 7.679 15.114 8.367 0.47
H 5.690 16.422 7.246 0.35
H 4.624 15.769 5.368 0.28
H 5.356 13.625 4.013 0.38
O 11.364 10.010 9.618 -0.52
S 10.284 8.932 10.358 0.13
C 9.203 8.609 9.021 0.38
C 9.599 8.567 7.683 0.26
C 8.636 8.434 6.674 -0.43
C 7.308 8.208 6.930 -0.66
C 6.902 8.211 8.266 -0.48
C 7.824 8.368 9.285 -0.69
C 9.342 10.126 11.249 0.59
C 9.605 10.226 12.609 -0.41
C 9.106 11.288 13.348 -0.77
C 8.384 12.278 12.679 -0.29
C 8.123 12.176 11.323 -0.85
C 8.656 11.121 10.599 -0.19
H 10.648 8.772 7.432 0.20
H 8.938 8.504 5.593 0.25
H 6.612 8.016 6.126 0.43
H 5.851 8.075 8.557 0.39
H 7.506 8.379 10.294 0.58
H 10.076 9.376 13.098 0.41
H 9.205 11.284 14.409 0.45
H 8.000 13.175 13.205 0.37
H 7.591 12.990 10.825 0.44
H 8.467 11.030 9.534 0.52
N 12.025 14.211 5.480 -0.35
C 12.448 13.637 6.616 1.38
O 12.513 12.328 6.635 -0.85
C 12.768 14.391 7.790 0.01
C 13.022 13.714 8.976 0.66
N 13.156 12.705 9.645 -0.76
C 12.855 15.845 7.701 -0.48
N 12.900 16.995 7.471 -0.46
H 11.799 13.585 4.706 0.29
H 12.003 15.208 5.397 0.21
```

**Total charge**: +1
**HOMO level (spin up / spin down)**: -7.10 / -7.11 eV
**Energy relative to the best compared isomer or geometry (same formula, charge and spin)**: 78.6 kcal per mole
**HOMO-LUMO gap (spin up / spin down)**: 3.577 / 3.584 eV